This record from OMol25 describes a 2-piece molecular cluster, C2H8N2O2 overall. The level of theory is ωB97M-V with the def2-TZVPD basis set.

The geometry in XYZ format:
```
14
Properties=species:S:1:pos:R:3
N 1.88 -1.96 1.71
C 1.51 -0.71 1.32
O 1.92 -0.09 0.38
H 2.83 -2.27 1.62
H 1.32 -2.49 2.33
H 0.68 -0.31 1.92
N -2.02 0.31 -1.31
C -0.70 0.93 -1.26
O -0.68 2.14 -0.48
H -2.18 -0.12 -2.20
H -2.75 1.00 -1.15
H -0.33 1.25 -2.23
H -0.02 0.26 -0.74
H -1.44 2.06 0.08
```

Output
energy relative to the best compared isomer or geometry (same formula, charge and spin): 37.3 kcal per mole
gap between HOMO and LUMO: 10.2 eV
LUMO level: 0.95 eV
HOMO energy: -9.25 eV
SMILES: NC=O.NCO
net charge: 0
2S+1: 1

***

This record from OMol25 describes C36H44MgN3P as an isolated structure. The level of theory is ωB97M-V with the def2-TZVPD basis set.

The geometry in XYZ format:
```
85
Properties=species:S:1:pos:R:3
Mg 0.21 -0.40 0.69
N -0.27 -2.13 1.91
N 0.74 -2.61 -1.08
C 2.22 1.61 0.01
C 3.03 0.48 0.31
C 2.66 0.00 1.59
C 3.32 -1.08 2.36
H 3.98 -1.67 1.71
H 2.58 -1.75 2.80
H 3.93 -0.68 3.18
C 1.64 0.86 2.11
C 1.22 0.90 3.53
H 1.95 1.46 4.14
H 1.13 -0.11 3.94
H 0.24 1.39 3.65
C 1.39 1.88 1.13
C 0.62 3.13 1.34
H -0.06 3.04 2.19
H 0.05 3.39 0.44
H 1.31 3.97 1.54
C 4.13 -0.06 -0.52
H 5.04 -0.21 0.07
H 4.38 0.61 -1.34
H 3.85 -1.04 -0.93
C 2.29 2.45 -1.22
H 1.30 2.47 -1.71
H 3.03 2.06 -1.92
H 2.55 3.49 -0.98
C -0.97 -2.25 3.06
H -1.03 -1.37 3.71
C -1.62 -3.43 3.43
H -2.24 -3.44 4.32
C -1.47 -4.57 2.63
H -1.97 -5.50 2.89
C -0.62 -4.50 1.54
H -0.43 -5.36 0.90
C 0.00 -3.26 1.19
C 0.95 -3.25 0.12
H 1.67 -4.08 0.05
C 0.27 -1.29 -1.27
C 1.03 -3.23 -2.30
H 1.43 -4.22 -2.36
C 0.73 -2.34 -3.25
H 0.82 -2.44 -4.31
N 0.39 -1.13 -2.63
C 0.46 0.08 -3.39
C 1.64 0.30 -4.14
C 1.72 1.42 -4.96
H 2.64 1.60 -5.52
C 0.65 2.31 -5.08
C 0.73 3.48 -6.03
H 0.71 4.43 -5.48
H -0.12 3.48 -6.72
H 1.65 3.44 -6.62
C -0.50 2.09 -4.33
H -1.32 2.80 -4.39
C -0.62 0.96 -3.51
C -1.93 0.61 -2.89
H -2.41 -0.24 -3.39
H -2.61 1.46 -2.97
H -1.79 0.35 -1.84
C 2.80 -0.64 -4.10
H 2.58 -1.59 -4.60
H 3.15 -0.84 -3.07
H 3.63 -0.18 -4.64
C -3.18 -1.05 0.35
P -2.24 0.31 1.12
C -2.95 1.79 0.36
C -2.97 0.41 2.81
C -3.86 -0.55 3.32
C -4.27 -0.52 4.66
C -3.81 0.51 5.48
C -3.05 1.56 4.96
C -2.66 1.53 3.61
H -2.93 -1.15 -0.72
H -4.24 -0.81 0.47
H -2.94 -2.00 0.85
H -4.04 1.65 0.37
H -2.66 2.68 0.94
H -2.60 1.91 -0.67
H -4.23 -1.36 2.69
H -4.92 -1.29 5.05
H -4.05 0.50 6.54
H -2.74 2.39 5.59
H -2.13 2.39 3.20
```

Output
gap between HOMO and LUMO (spin up / spin down): 2.8 / 1.6 eV
LUMO level (spin up / spin down): 4.22 / 4.19 eV
HOMO energy (spin up / spin down): 1.39 / 2.59 eV
net charge: -2
2S+1: 1

***

This record from OMol25 describes C23H27ClF6N6O7S3W as an isolated structure. The level of theory is ωB97M-V with the def2-TZVPD basis set.

The geometry in XYZ format:
```
74
Properties=species:S:1:pos:R:3
W -0.30 0.39 -0.85
C -2.72 1.52 -2.50
C -2.89 0.03 -2.67
N -2.09 -0.70 -1.66
C -1.59 -2.01 -2.15
C -0.56 -1.83 -3.27
S 0.56 -0.41 -3.01
C -0.11 0.87 -4.15
C -0.49 2.15 -3.41
N -1.31 1.90 -2.20
H -3.06 2.05 -3.39
H -3.32 1.88 -1.66
H -3.94 -0.24 -2.57
H -2.57 -0.30 -3.66
H -2.63 -0.87 -0.81
H -1.12 -2.50 -1.30
H -2.41 -2.64 -2.51
H 0.07 -2.71 -3.33
H -1.01 -1.68 -4.25
H 0.67 1.09 -4.88
H -0.95 0.43 -4.68
H 0.40 2.68 -3.09
H -1.02 2.81 -4.10
H -1.36 2.78 -1.68
F -4.48 3.92 1.94
C -3.88 2.77 1.68
F -3.64 2.12 2.82
F -4.66 2.02 0.91
S -2.31 3.06 0.77
O -1.83 1.69 0.56
O -2.67 3.76 -0.44
N -1.55 3.90 1.83
S -0.03 4.29 1.51
O 0.40 3.70 0.26
O 0.27 5.65 1.79
C 0.82 3.33 2.82
F 0.69 2.01 2.63
F 2.12 3.63 2.81
F 0.31 3.62 4.01
Cl 5.16 -6.40 -0.31
C 4.09 -5.06 -0.04
C 3.40 -4.52 -1.12
C 2.55 -3.46 -0.89
C 2.39 -2.93 0.38
C 3.10 -3.48 1.44
C 3.95 -4.55 1.24
C 1.51 -1.75 0.65
O 1.57 -1.16 1.73
O 0.71 -1.41 -0.31
H 3.54 -4.93 -2.11
H 2.01 -3.02 -1.72
H 2.98 -3.06 2.43
H 4.50 -4.99 2.06
O -1.69 -0.95 0.81
N -1.42 -1.28 2.07
C -1.16 -2.56 2.36
C -0.86 -2.93 3.65
C -0.83 -1.97 4.65
C -1.10 -0.65 4.32
C -1.40 -0.33 3.01
H -1.20 -3.23 1.52
H -0.65 -3.97 3.86
H -0.59 -2.24 5.67
H -1.09 0.13 5.05
H -1.63 0.67 2.66
N 2.36 1.08 0.69
C 3.55 1.68 0.63
C 3.63 2.34 -0.58
C 2.42 2.07 -1.20
N 1.64 1.31 -0.43
H 2.00 0.42 1.38
H 4.24 1.59 1.45
H 4.44 2.94 -0.95
H 2.08 2.42 -2.16
```

Output
energy relative to the best compared isomer or geometry (same formula, charge and spin): 27.0 kcal per mole
gap between HOMO and LUMO (spin up / spin down): 8.2 / 8.6 eV
⟨S²⟩: 3.763
LUMO level (spin up / spin down): -2.37 / -2.89 eV
HOMO energy (spin up / spin down): -10.55 / -11.51 eV
net charge: +1
2S+1: 4

***

This record from OMol25 describes C36H36N10O3ReS2Si as an isolated structure. The level of theory is ωB97M-V with the def2-TZVPD basis set.

The geometry in XYZ format:
```
89
Properties=species:S:1:pos:R:3
Re -0.61 -2.05 0.31
C 1.61 -5.75 1.04
C 1.16 -4.40 0.60
N -0.03 -3.87 1.09
N -0.25 -4.05 2.47
C -0.05 -3.01 3.29
N -0.04 -3.19 4.61
S 0.12 -1.44 2.65
C 1.86 -3.57 -0.27
C 3.08 -3.88 -0.91
C 3.69 -2.95 -1.71
C 3.09 -1.69 -1.88
C 1.89 -1.44 -1.27
N 1.27 -2.33 -0.48
H 2.28 -5.70 1.91
H 0.75 -6.36 1.31
H 2.15 -6.26 0.25
H -0.30 -5.00 2.82
H -0.02 -4.11 5.04
H 0.11 -2.40 5.21
H 3.52 -4.85 -0.75
H 4.63 -3.17 -2.20
H 3.56 -0.94 -2.49
H 1.38 -0.50 -1.42
N -4.49 5.61 0.56
C -3.56 4.67 0.31
C -3.72 3.77 -0.76
C -2.78 2.81 -1.01
C -1.65 2.71 -0.19
C -1.48 3.58 0.88
C -2.41 4.56 1.12
S -0.60 1.34 -0.46
O 0.50 1.39 0.60
O -0.06 1.21 -1.77
N -1.34 -0.05 -0.11
C -2.41 -0.21 0.68
N -3.24 0.76 1.05
C -4.29 0.41 1.77
C -4.54 -0.91 2.13
C -3.60 -1.85 1.76
N -2.53 -1.51 1.05
H -5.30 5.71 -0.03
H -4.37 6.28 1.30
H -4.61 3.84 -1.38
H -2.89 2.11 -1.82
H -0.62 3.49 1.52
H -2.27 5.24 1.95
H -4.94 1.22 2.06
H -5.41 -1.18 2.69
H -3.70 -2.89 2.04
N 0.88 -4.34 -4.83
C -0.35 -3.80 -5.03
O -0.75 -3.42 -6.10
C -1.20 -3.65 -3.80
C -2.55 -3.97 -3.84
C -3.32 -3.72 -2.72
C -2.72 -3.20 -1.59
N -1.42 -2.86 -1.54
C -0.69 -3.07 -2.64
H 1.43 -4.54 -5.65
H 1.12 -4.83 -3.98
H -2.98 -4.39 -4.74
H -4.37 -3.94 -2.70
H -3.31 -3.02 -0.70
H 0.34 -2.75 -2.64
C 2.21 4.24 4.67
C 1.32 3.20 4.48
C 1.28 2.54 3.26
C 2.14 2.90 2.22
C 3.04 3.94 2.44
C 3.07 4.61 3.65
Si 2.11 1.96 0.60
C 2.51 3.00 -0.91
C 3.74 2.82 -1.55
C 4.11 3.60 -2.63
C 3.25 4.58 -3.10
C 2.02 4.78 -2.48
C 1.67 4.01 -1.39
H 2.24 4.77 5.61
H 0.67 2.89 5.28
H 0.57 1.74 3.11
H 3.73 4.22 1.65
H 3.77 5.42 3.80
H 2.82 0.67 0.61
H 4.41 2.06 -1.19
H 5.07 3.45 -3.11
H 3.53 5.19 -3.94
H 1.35 5.54 -2.84
H 0.71 4.18 -0.91
```

Output
energy relative to the best compared isomer or geometry (same formula, charge and spin): 0.0 kcal per mole
gap between HOMO and LUMO (spin up / spin down): 5.8 / 5.9 eV
⟨S²⟩: 0.797
LUMO level (spin up / spin down): -6.20 / -6.12 eV
HOMO energy (spin up / spin down): -12.04 / -12.01 eV
net charge: +2
2S+1: 2

***

This record from OMol25 describes C31H48AsBIrN2O5Si3 as an isolated structure. The level of theory is ωB97M-V with the def2-TZVPD basis set.

The geometry in XYZ format:
```
92
Properties=species:S:1:pos:R:3
Ir 0.58 -1.26 -0.65
C 0.56 -1.01 4.05
C 1.93 -1.07 4.30
C 2.77 -1.14 3.22
C 2.28 -1.17 1.91
N 0.95 -1.15 1.66
C 0.14 -1.06 2.74
C 3.20 -1.23 0.77
C 4.59 -1.25 0.96
C 5.45 -1.26 -0.12
C 4.92 -1.24 -1.41
C 3.55 -1.22 -1.59
C 2.66 -1.23 -0.52
H -0.16 -0.94 4.85
H 2.31 -1.04 5.31
H 3.84 -1.18 3.39
H -0.92 -1.01 2.57
H 5.03 -1.25 1.95
H 6.52 -1.27 0.03
H 5.59 -1.24 -2.26
H 3.13 -1.23 -2.59
C 1.92 2.20 2.50
Si 2.23 2.61 0.69
C 2.25 4.49 0.57
C 3.94 2.05 0.19
As 0.63 1.41 -0.64
Si -1.35 2.58 0.08
C -2.71 2.45 -1.20
C -1.13 4.40 0.47
C -1.91 1.79 1.69
Si 1.09 2.21 -2.83
C 1.64 4.01 -2.91
C -0.39 1.96 -3.94
C 2.46 1.18 -3.55
H 2.69 2.68 3.11
H 1.94 1.13 2.67
H 0.95 2.58 2.82
H 3.05 4.83 1.24
H 1.33 4.96 0.88
H 2.48 4.84 -0.43
H 4.67 2.53 0.84
H 4.15 2.34 -0.84
H 4.04 0.97 0.28
H -2.47 3.03 -2.09
H -3.63 2.88 -0.77
H -2.90 1.43 -1.48
H -0.72 4.97 -0.37
H -0.50 4.53 1.35
H -2.12 4.81 0.72
H -2.12 0.74 1.55
H -2.83 2.29 2.03
H -1.15 1.89 2.47
H 0.92 4.69 -2.45
H 1.75 4.27 -3.96
H 2.61 4.13 -2.43
H -1.22 2.61 -3.68
H -0.72 0.92 -3.90
H -0.10 2.20 -4.97
H 3.38 1.26 -2.97
H 2.65 1.51 -4.57
H 2.13 0.14 -3.56
O 0.58 -1.19 -2.54
O 1.29 -4.91 0.78
C 0.55 -4.02 0.46
O 0.52 -3.38 -0.68
C -0.57 -3.61 1.49
N -1.49 -2.58 0.80
C -2.84 -3.20 0.71
C -2.63 -4.68 0.88
C -1.51 -4.74 1.90
H -0.11 -3.16 2.36
H -0.85 -2.49 -0.34
H -1.44 -1.65 1.18
H -3.16 -2.88 -0.33
H -3.46 -2.77 1.50
H -2.29 -5.12 -0.06
H -3.54 -5.19 1.18
H -1.01 -5.71 1.91
H -1.89 -4.55 2.90
O -2.48 -2.31 -1.62
B -1.77 -1.36 -0.82
O -2.72 -0.48 -0.22
C -3.96 -0.84 -0.66
C -5.18 -0.26 -0.37
C -6.31 -0.85 -0.95
C -6.21 -1.97 -1.76
C -4.96 -2.56 -2.04
C -3.88 -1.96 -1.46
H -5.25 0.61 0.26
H -7.28 -0.43 -0.75
H -7.10 -2.40 -2.19
H -4.86 -3.43 -2.67
```

Output
energy relative to the best compared isomer or geometry (same formula, charge and spin): 136.6 kcal per mole
gap between HOMO and LUMO (spin up / spin down): 7.4 / 7.1 eV
⟨S²⟩: 0.757
LUMO level (spin up / spin down): -0.02 / -0.02 eV
HOMO energy (spin up / spin down): -7.47 / -7.16 eV
net charge: 0
2S+1: 2

***

This record from OMol25 describes a 7-piece molecular cluster, C36H66BF4N12 overall. The level of theory is ωB97M-V with the def2-TZVPD basis set.

The geometry in XYZ format:
```
119
Properties=species:S:1:pos:R:3
C 3.17 2.13 9.14
C 2.74 3.55 9.64
N 3.11 3.77 11.02
C 2.51 3.06 12.09
C 3.00 3.65 13.22
N 4.00 4.59 12.83
C 4.02 4.68 11.44
C 4.94 5.18 13.80
H 3.01 2.00 8.07
H 2.54 1.42 9.68
H 4.24 1.97 9.31
H 1.69 3.80 9.51
H 3.28 4.29 9.05
H 1.80 2.26 11.92
H 2.89 3.46 14.28
H 4.65 5.36 10.88
H 5.98 5.16 13.48
H 4.74 4.63 14.72
H 4.62 6.21 13.95
C -2.95 -3.45 4.48
C -2.42 -4.58 3.51
N -1.04 -4.97 3.81
C 0.01 -4.05 3.81
C 1.20 -4.74 4.08
N 0.81 -6.04 4.40
C -0.54 -6.12 4.32
C 1.74 -7.16 4.63
H -3.93 -3.01 4.28
H -2.33 -2.57 4.28
H -2.88 -3.72 5.53
H -2.45 -4.24 2.47
H -3.13 -5.40 3.57
H -0.09 -3.03 3.47
H 2.24 -4.44 4.00
H -1.06 -7.06 4.37
H 2.79 -6.92 4.43
H 1.49 -7.93 3.90
H 1.86 -7.53 5.65
C 8.17 8.89 3.22
C 7.69 7.68 4.10
N 7.07 6.66 3.35
C 6.03 6.86 2.49
C 5.56 5.60 2.11
N 6.45 4.60 2.47
C 7.35 5.29 3.27
C 6.35 3.19 2.20
H 8.69 9.69 3.76
H 7.34 9.42 2.75
H 8.93 8.55 2.52
H 7.05 8.17 4.83
H 8.52 7.29 4.70
H 5.65 7.87 2.46
H 4.69 5.35 1.52
H 8.15 4.73 3.73
H 7.39 2.86 2.22
H 5.75 3.05 1.30
H 5.68 2.81 2.96
C 5.46 -5.72 -3.23
C 4.18 -5.01 -3.84
N 3.75 -5.50 -5.17
C 3.65 -4.84 -6.41
C 3.18 -5.65 -7.37
N 2.89 -6.86 -6.70
C 3.28 -6.78 -5.35
C 2.33 -8.04 -7.21
H 5.99 -5.12 -2.49
H 5.98 -6.02 -4.13
H 5.19 -6.64 -2.71
H 4.46 -3.97 -4.03
H 3.34 -4.83 -3.17
H 3.83 -3.78 -6.52
H 2.91 -5.60 -8.42
H 3.31 -7.57 -4.61
H 2.98 -8.50 -7.95
H 1.32 -7.93 -7.61
H 2.23 -8.76 -6.40
C -5.77 -4.01 -4.38
C -4.40 -3.61 -4.92
N -4.51 -2.77 -6.16
C -3.47 -2.05 -6.66
C -3.89 -1.51 -7.93
N -5.12 -2.05 -8.26
C -5.51 -2.72 -7.10
C -5.82 -1.87 -9.52
H -5.61 -4.59 -3.47
H -6.01 -4.86 -5.02
H -6.48 -3.18 -4.29
H -3.85 -4.53 -5.13
H -3.90 -3.04 -4.14
H -2.53 -2.00 -6.12
H -3.30 -0.93 -8.63
H -6.40 -3.32 -7.07
H -5.36 -2.53 -10.25
H -5.81 -0.86 -9.93
H -6.87 -2.11 -9.37
C -11.05 3.33 -5.43
C -10.12 2.17 -5.74
N -8.93 2.94 -6.31
C -8.84 3.69 -7.49
C -7.63 4.33 -7.47
N -6.83 4.00 -6.38
C -7.70 3.18 -5.66
C -5.55 4.47 -5.97
H -11.25 3.86 -6.36
H -10.71 4.07 -4.71
H -12.00 2.98 -5.04
H -10.41 1.49 -6.54
H -9.70 1.78 -4.81
H -9.72 3.76 -8.12
H -7.23 5.07 -8.15
H -7.54 2.91 -4.63
H -5.66 4.93 -4.99
H -5.33 5.29 -6.65
H -4.77 3.75 -6.20
B -0.67 1.77 -0.91
F 0.18 1.09 -1.79
F -0.18 1.79 0.38
F -0.88 3.05 -1.45
F -1.90 1.16 -0.89
```

Output
energy relative to the best compared isomer or geometry (same formula, charge and spin): 11.2 kcal per mole
gap between HOMO and LUMO: 8.3 eV
LUMO level: -7.70 eV
HOMO energy: -15.99 eV
net charge: +5
2S+1: 1

***

This record from OMol25 describes one molecule with the formula C2H4OP2. The level of theory is ωB97M-V with the def2-TZVPD basis set.

The geometry in XYZ format:
```
9
Properties=species:S:1:pos:R:3
C 2.49 -0.67 0.23
C 1.66 0.19 0.04
P 0.50 1.41 -0.08
P -1.10 -0.14 0.35
O -2.75 -0.06 -0.10
H 3.04 -1.55 0.21
H 0.51 1.32 -1.48
H -1.43 0.46 1.47
H -2.92 -0.95 -0.65
```

Output
energy relative to the best compared isomer or geometry (same formula, charge and spin): 33.2 kcal per mole
gap between HOMO and LUMO: 8.6 eV
LUMO level: 0.09 eV
HOMO energy: -8.56 eV
SMILES: C#C[PH]#[PH]O
net charge: 0
2S+1: 1

***

Calculated strongest force on any atom, 1.6, 2.8, 0.5, 2.7, 4.3, 7.0, 3.6 eV/A (same order as the records).